1.
ORCA calculation (ωB97M-V/def2-TZVPD) on a 2-piece molecular cluster, C3H4BrClF2 overall in a non-equilibrium geometry.

Geometry as XYZ:
```
11
Properties=species:S:1:pos:R:3
F 0.44827 -2.98166 -4.27475
C -0.07180 -2.66024 -3.08136
F 0.90696 -2.65703 -2.17600
Br -1.41022 -4.00289 -2.38937
H -0.38417 -1.73761 -3.31166
C -1.41638 -1.60901 0.40569
C -1.14271 -0.28925 0.07887
Cl -1.70477 0.98928 1.07370
H -0.74802 -2.42102 0.13484
H -1.92800 -1.57601 1.39186
H -0.53293 -0.16464 -0.79166
```

The HOMO energy comes out at -9.622 eV. Its largest force on an atom is 4.501 eV Å⁻¹. The molar mass comes out at 193.418 g mol⁻¹. For the energy relative to the best compared isomer or geometry (same formula, charge and spin), the calculation gives 144.6 kJ/mol. The SMILES is FC(F)Br.C=CCl.


2.
ORCA calculation (ωB97M-V/def2-TZVPD) on an isolated molecule of C5H11NO.

Geometry as XYZ:
```
18
Properties=species:S:1:pos:R:3
C -0.55537 -2.29471 -0.73454
C 0.11609 -1.58511 0.43860
C 1.20832 -0.60775 0.00155
N 0.71943 0.41056 -0.92507
C 0.06756 1.54908 -0.69158
O -0.08217 1.72562 0.63355
C -0.79087 2.93084 0.90665
H -1.30717 -3.00983 -0.38613
H -1.06016 -1.57595 -1.38948
H 0.17718 -2.84648 -1.33734
H -0.63037 -1.03072 1.01878
H 0.56657 -2.32297 1.11490
H 1.64117 -0.10448 0.87043
H 2.01478 -1.14521 -0.51217
H 0.81700 0.22187 -1.90948
H -1.70625 2.69253 1.45566
H -1.03549 3.39217 -0.05257
H -0.16026 3.60054 1.49822
```

The HOMO energy comes out at -8.438 eV. Its largest force on an atom is 0.577 eV Å⁻¹. The molar mass comes out at 101.149 g mol⁻¹. For the energy relative to the best compared isomer or geometry (same formula, charge and spin), the calculation gives 228.8 kJ/mol.


3.
ORCA calculation (ωB97M-V/def2-TZVPD) on a 6-piece molecular cluster, C11H30O8 overall in a non-equilibrium geometry.

Geometry as XYZ:
```
49
Properties=species:S:1:pos:R:3
O -0.92424 -1.17907 -1.84447
C -0.93462 -0.47335 -0.89298
O -1.94935 -0.31230 -0.03286
C -1.50393 0.41142 1.12055
C -0.21698 1.07004 0.61629
O 0.05925 0.38696 -0.59771
H -2.23160 1.19383 1.32527
H -1.37942 -0.18259 2.02506
H 0.64976 0.96760 1.26513
H -0.42092 2.12923 0.45097
C 3.78794 1.53130 -0.10987
C 4.63408 1.13152 -1.31274
O 3.84253 1.18328 -2.51268
H 2.74546 1.27045 -0.25462
H 3.80195 2.61648 0.03940
H 4.17467 1.10802 0.82068
H 4.88188 0.06339 -1.22561
H 5.59519 1.63368 -1.40206
H 3.50862 0.31937 -2.74551
C -4.70100 -2.54720 1.95128
C -4.01751 -3.27538 0.79683
O -2.59869 -3.20596 0.82420
H -4.06379 -1.70899 2.25589
H -4.67856 -3.22292 2.80752
H -5.69776 -2.15882 1.76835
H -4.35740 -2.94278 -0.18488
H -4.20339 -4.33882 0.93213
H -2.29975 -2.29494 0.72922
C 0.94962 -2.25848 3.34840
C 1.13262 -1.11616 4.33569
O 0.16922 -0.10565 4.03131
H 1.78984 -2.95541 3.35406
H 0.83286 -1.85332 2.34159
H 0.07995 -2.88090 3.56510
H 2.14590 -0.71086 4.24210
H 0.91924 -1.49088 5.34591
H 0.46936 0.70148 4.46283
C -0.47761 3.33234 -3.46079
C 0.65456 2.68749 -2.74803
O 1.84567 3.44315 -2.98518
H -0.33507 3.25924 -4.54299
H -0.64629 4.37816 -3.19859
H -1.45804 2.87542 -3.28789
H 0.81524 1.63784 -3.00468
H 0.45046 2.70124 -1.66763
H 2.60429 2.84652 -2.91642
O -1.27062 -0.96764 -4.88515
H -1.23483 -1.92755 -4.94313
H -0.93877 -0.76944 -3.99925
```

The HOMO energy comes out at -9.665 eV. Its largest force on an atom is 2.336 eV Å⁻¹. The molar mass comes out at 290.353 g mol⁻¹. The SMILES is O=C1OCCO1.CCO.CCO.CCO.CCO.O.


4.
ORCA calculation (ωB97M-V/def2-TZVPD) on a 2-piece molecular cluster, C4H12N2O2 overall in a non-equilibrium geometry.

Geometry as XYZ:
```
20
Properties=species:S:1:pos:R:3
N 0.74176 -0.80209 0.32439
C 1.07045 -1.28138 1.64708
C 2.18145 -2.28784 1.74310
O 2.80348 -2.68371 0.79800
H 1.53130 -0.53862 -0.25195
H 0.15274 -1.42610 -0.21130
H 0.18627 -1.62270 2.18796
H 1.39417 -0.41138 2.23705
H 2.43736 -2.59144 2.77514
C -0.58806 1.13993 -2.20074
N -1.69636 1.77257 -1.49520
C -1.89789 1.28109 -0.15180
O -0.77083 1.21105 0.67174
H 0.35445 1.20470 -1.65021
H -0.52863 1.53682 -3.21194
H -0.76865 0.05941 -2.30720
H -1.50074 2.76427 -1.48464
H -2.38226 0.29450 -0.21828
H -2.61361 1.96379 0.31334
H -0.10641 0.41714 0.48545
```

The HOMO energy comes out at -8.807 eV. Its largest force on an atom is 1.993 eV Å⁻¹. The molar mass comes out at 120.152 g mol⁻¹. For the energy relative to the best compared isomer or geometry (same formula, charge and spin), the calculation gives 241.4 kJ/mol. The SMILES is NCC=O.CNCO.


5.
ORCA calculation (ωB97M-V/def2-TZVPD) on an isolated molecule of C6H13OP in a non-equilibrium geometry.

Geometry as XYZ:
```
21
Properties=species:S:1:pos:R:3
C 1.91954 1.07809 -0.29691
C 0.71942 1.26532 0.59465
C 0.16852 -0.00937 1.19966
C -0.57559 -1.10805 0.28261
C 0.31030 -2.18201 -0.23366
O -1.81154 -1.48586 0.74242
C -1.81311 -0.66617 -0.40044
P -2.91849 1.14794 -0.13165
H 2.81977 0.57902 0.15931
H 2.03197 2.09015 -0.51179
H 1.49020 0.55081 -1.10432
H -0.08504 1.95655 0.06710
H 1.04990 1.77974 1.51578
H -0.51720 0.20418 1.99347
H 1.07491 -0.55052 1.62844
H 0.49974 -2.89804 0.45808
H 1.31853 -1.83085 -0.62376
H -0.14419 -2.70780 -1.04847
H -2.20926 -1.14703 -1.34342
H -3.90466 0.49052 0.48720
H -3.51541 1.00369 -1.36518
```

The HOMO energy comes out at -9.237 eV. Its largest force on an atom is 3.941 eV Å⁻¹. The molar mass comes out at 132.143 g mol⁻¹. For the energy relative to the best compared isomer or geometry (same formula, charge and spin), the calculation gives 252.8 kJ/mol. The SMILES is CCC[C@@]1(C)O[C@H]1P.